(1)
Computed, not measured: C29H31IN5NaO2P as an isolated structure, with ωB97M-V with the def2-TZVPD basis set.

Geometry as ORCA input:
```
! RIJCOSX wB97M-V def2-TZVPD def2/J DEFGRID3
* xyz -1 1
H 2.52 0.42 2.76
C -0.34 -2.91 2.34
C -3.12 -1.01 0.76
H -0.40 -4.39 3.89
I 2.48 -6.64 0.58
C -0.67 0.63 -3.62
C 3.24 -1.01 -4.17
H -0.41 3.23 2.37
H 0.87 -4.36 -0.75
H -1.52 2.41 1.27
C 2.57 -1.06 -2.95
N -1.15 0.54 -2.40
C -0.67 2.25 1.94
H 0.74 0.56 -5.82
H -0.14 4.62 0.48
H 3.55 1.75 3.31
C -2.88 2.27 -2.70
H 1.29 2.55 -1.30
H 1.84 1.71 3.73
C 2.54 -4.57 0.58
H -1.38 0.32 2.56
N -2.38 -0.26 -0.03
C -3.98 2.97 -2.21
H -4.54 1.17 0.58
H 4.16 -1.91 1.88
H 3.06 -0.37 -6.21
C 2.58 -0.43 -5.24
C 2.22 2.28 1.67
H -2.42 2.56 -3.63
H -1.92 1.64 3.60
H 2.44 -0.78 0.49
H 3.05 -1.52 -2.09
Na -0.29 -0.73 -0.72
H 4.23 -1.43 -4.26
O -1.13 1.15 -4.66
H 4.20 -4.42 1.94
C -2.96 0.77 -0.79
H 1.58 4.62 0.11
C -1.07 1.26 3.02
C -4.07 1.49 -0.33
C 2.56 1.50 2.93
C 2.50 -1.86 0.53
C 1.32 0.09 -5.04
C 0.53 2.83 -0.57
H -0.26 1.04 3.72
P 0.68 1.66 0.84
H 2.14 3.34 1.90
C -2.36 -3.69 3.32
C 1.62 -3.85 -0.16
H -5.43 3.12 -0.63
C -3.04 -2.82 2.49
C 3.46 -2.50 1.31
H -4.36 3.82 -2.77
H 0.40 4.91 -1.17
C -0.98 -3.73 3.26
N -0.98 -2.08 1.52
N 1.36 -0.57 -2.75
C -4.57 2.59 -1.02
C -2.31 -2.01 1.60
H -4.11 -2.71 2.48
H -2.91 -4.33 4.01
O -4.35 -1.03 0.96
C 3.48 -3.88 1.34
N 1.60 -2.52 -0.19
C 0.60 4.32 -0.27
C -2.34 1.18 -2.01
C 0.73 0.01 -3.78
H -0.42 2.58 -1.04
H 3.02 2.17 0.93
H 0.74 -2.91 2.28
*
```

Summary:
Energy relative to the best compared isomer or geometry (same formula, charge and spin) ... 6.3 kcal/mol
Highest occupied orbital energy ... -3.53 eV
F_max ... 0.6 eV/A
Kohn-Sham gap ... 5.2 eV



(2)
Computed, not measured: a 5-piece molecular cluster, C29H31IN6O12P overall in a non-equilibrium geometry, with ωB97M-V with the def2-TZVPD basis set.

Geometry as ORCA input:
```
! RIJCOSX wB97M-V def2-TZVPD def2/J DEFGRID3
* xyz -1 1
H 4.54 2.18 8.25
H -3.26 2.63 5.38
C 0.24 -1.66 -8.70
C 2.47 3.77 5.90
H 0.20 0.74 -1.25
H -4.89 1.01 6.30
O 4.06 2.32 3.72
H 4.90 2.47 6.35
H 2.35 -4.84 -9.46
H 2.24 2.87 8.10
H 1.63 -1.32 -7.09
O 2.03 -1.04 -5.31
H 3.46 4.37 5.77
O 0.42 5.71 3.43
C -3.76 0.69 2.59
O 3.98 -1.81 -4.67
H -5.08 -1.01 2.51
I 4.12 -0.23 6.87
C -3.65 1.84 4.74
N 0.40 2.74 4.85
H -0.33 -0.76 -8.47
C 4.18 1.98 7.14
O -5.90 -3.72 0.86
N 2.90 -1.25 -4.45
N 1.22 3.77 1.72
C -3.09 -4.30 -2.12
O -1.55 -2.94 -11.53
H -3.46 0.59 1.55
C 1.80 3.21 4.51
H -2.17 -2.45 1.18
O -1.87 3.57 3.59
H 1.68 4.53 6.38
N -1.26 -2.16 -10.61
C 3.32 -0.53 -0.79
C -1.47 -3.14 -0.73
H 2.97 6.33 3.18
C 1.35 -1.97 -7.91
C -2.44 -2.97 0.26
H -3.33 -4.81 -3.05
C 2.62 -0.80 -3.08
C 1.40 -0.18 -2.79
H -5.06 -4.52 -1.31
O -2.01 2.57 1.64
C -4.06 -4.13 -1.14
O -1.88 -1.12 -10.35
H 1.96 3.95 0.99
C -5.08 -0.09 4.46
C -4.57 0.93 5.27
C -0.11 -2.49 -9.77
C -4.68 -0.21 3.13
H -0.25 3.32 4.25
O 3.17 5.39 2.84
H 0.38 -4.31 -10.86
N -2.31 2.69 2.84
H 0.15 3.04 5.84
C 3.59 -0.98 -2.08
H 4.07 -0.67 0.00
C 1.76 -3.95 -9.25
C -3.25 1.72 3.40
H -0.46 -2.76 -0.58
C -1.80 -3.80 -1.92
C 1.15 0.26 -1.49
O 2.36 0.59 3.75
H 0.64 -0.04 -3.55
H 1.99 1.60 6.65
O -4.45 -2.63 2.10
C 2.11 0.09 -0.49
H 2.98 -3.35 -7.58
C 2.11 -3.11 -8.19
N -4.77 -3.26 1.08
C -3.74 -3.46 0.05
P 1.67 4.53 3.11
C 0.64 -3.65 -10.04
H 1.91 0.44 0.52
H -5.80 -0.80 4.88
C 2.62 2.54 7.02
H -0.24 5.62 2.68
H 4.54 -1.47 -2.29
H -1.04 -3.93 -2.69
C 2.77 1.99 3.97
*
```

Summary:
Highest occupied orbital energy ... -4.61 eV
F_max ... 8.0 eV/A
Kohn-Sham gap ... 5.1 eV



(3)
Computed, not measured: C29H31IrN7O4PSe as an isolated structure in a non-equilibrium geometry, with ωB97M-V with the def2-TZVPD basis set.

Geometry as ORCA input:
```
! RIJCOSX wB97M-V def2-TZVPD def2/J DEFGRID3
* xyz 3 2
O 1.01 -2.06 -0.47
H -3.30 -2.83 -2.85
H 0.11 3.48 -4.04
H -1.93 -2.91 -3.98
C -2.29 -1.04 3.45
C 2.33 -0.13 1.91
H 0.14 -2.46 1.50
H -2.88 -1.42 -3.86
C 3.59 0.21 2.39
C -3.96 0.71 -2.26
C -1.50 2.26 1.30
C -1.27 -1.14 2.47
H -4.18 -2.71 0.65
Se 6.12 4.44 -1.09
H -0.37 -4.37 2.98
H 3.97 -0.28 3.28
O -2.56 0.51 -1.91
H -3.29 -3.36 -0.74
H -2.91 -0.16 3.50
H -2.02 4.32 1.15
H -4.20 1.74 -2.01
C -3.25 -2.66 0.10
C 4.49 2.78 -0.18
C 1.41 -2.55 -1.58
N 4.58 4.28 -1.96
H 2.02 -4.31 -2.45
C 3.88 3.37 -1.33
C -1.87 -3.31 4.10
C -0.61 -2.37 2.28
H 1.73 -0.88 2.41
C 4.33 1.16 1.73
H -2.09 -4.15 4.74
C -1.68 3.53 1.80
H -4.07 0.56 -3.33
C 3.79 1.76 0.58
C -2.58 -2.12 4.26
C 1.90 3.51 -2.86
Ir -0.02 -0.14 -0.09
H 3.13 -2.77 -3.83
H 1.54 -0.81 -2.53
C 1.89 1.96 -1.02
H -4.60 0.03 -1.70
C 2.52 1.37 0.16
C 0.06 2.07 -2.43
C 2.14 -2.32 -3.92
H 1.44 -3.04 -4.33
C -0.86 1.50 3.54
H -0.80 3.01 5.05
N 0.65 1.52 -1.37
N 5.69 3.21 0.12
H -0.44 0.72 4.17
H 2.22 -1.49 -4.62
C 2.55 2.95 -1.75
H -1.73 2.02 0.27
O -3.15 -1.30 -0.40
N 1.58 -3.87 -1.66
C -1.45 3.79 3.15
H -3.37 -2.06 4.99
N 1.68 -1.80 -2.64
H 2.40 4.29 -3.43
H -1.59 4.79 3.54
H -2.41 -2.90 0.74
H 5.31 1.46 2.06
N 1.81 0.44 0.83
H -0.93 1.69 -2.67
N -0.95 -0.07 1.67
C -2.49 -2.27 -3.31
H 1.43 -4.43 -0.84
C -1.02 2.78 4.02
C -0.90 -3.44 3.10
C 0.65 3.07 -3.19
P -1.91 -0.74 -1.21
C -1.12 1.21 2.17
O -1.55 -1.83 -2.30
*
```

Summary:
Energy relative to the best compared isomer or geometry (same formula, charge and spin) ... 39.7 kcal/mol
Highest occupied orbital energy (spin up / spin down) ... -16.11 / -16.13 eV
F_max ... 1.1 eV/A
<S²> ... 0.803
Kohn-Sham gap (spin up / spin down) ... 4.9 / 5.0 eV